(1)
{"formula": "C6H40NO12", "method": "ωB97M-V with the def2-TZVPD basis set", "species": ["C", "C", "C", "C", "C", "C", "N", "H", "H", "H", "H", "H", "H", "H", "H", "H", "H", "H", "H", "H", "H", "H", "H", "H", "H", "O", "H", "H", "O", "H", "H", "O", "H", "H", "O", "H", "H", "O", "H", "H", "O", "H", "H", "O", "H", "H", "O", "H", "H", "O", "H", "H", "O", "H", "H", "O", "H", "H", "O"], "positions_angstrom": [[3.471924, -1.594805, -2.098905], [2.048175, -1.118897, -1.857077], [1.744381, -0.796442, -0.387622], [0.267587, -0.564897, -0.103141], [-0.634831, -1.697631, -0.541970], [-1.962061, -1.698424, 0.211804], [-2.867939, -0.608507, -0.243593], [3.710829, -1.574723, -3.157384], [4.169618, -1.019738, -1.492797], [3.530058, -2.654414, -1.845812], [1.302243, -1.846494, -2.182583], [1.723400, -0.247476, -2.443792], [2.172526, -1.628531, 0.180368], [2.288575, 0.069521, -0.021925], [0.238879, -0.376577, 0.963692], [-0.054080, 0.388383, -0.533821], [-0.782752, -1.639845, -1.621345], [-0.227871, -2.697127, -0.394423], [-1.626590, -1.610565, 1.233492], [-2.527810, -2.624572, 0.243031], [-2.427647, -0.057657, -1.002575], [-3.796829, -0.938510, -0.497286], [-3.070165, 0.075434, 0.516214], [3.169167, 1.176031, 2.599985], [3.041307, 0.249172, 1.386795], [2.546417, 0.877992, 1.918253], [-2.103753, 0.203959, -3.230036], [-3.129131, 1.289226, -2.640216], [-2.882508, 0.355343, -2.655070], [2.168180, 2.596538, 1.404877], [1.466283, 4.068404, 1.444303], [1.574969, 3.240936, 0.970584], [1.357511, -4.488332, 1.338206], [0.995664, -3.011742, 1.624634], [0.650780, -3.844272, 1.285096], [-2.233756, 2.334196, 0.722110], [-2.368967, 1.849004, 2.181908], [-2.629904, 1.663117, 1.296174], [1.161177, 2.840052, -0.335323], [2.011923, 2.998404, -1.617749], [1.189326, 3.261907, -1.197728], [-1.053383, 4.154055, -0.428086], [-0.267423, 3.479173, 0.753885], [-1.130389, 3.510787, 0.276933], [1.622527, -0.800420, 3.720240], [1.828920, -2.345279, 3.747700], [2.169405, -1.525832, 3.380327], [-3.273575, -1.781230, 3.005141], [-3.366608, -0.273257, 3.370601], [-3.041706, -0.896659, 2.711393], [0.041883, -0.206562, -4.027989], [-0.922328, -0.970588, -4.711316], [-0.760249, -0.709435, -3.795052], [-0.879812, -0.919365, 3.639512], [-0.543926, 0.104954, 2.456398], [-0.362958, -0.165053, 3.354684], [-1.170075, 3.241529, -2.777507], [-0.487434, 2.567451, -1.667588], [-1.077176, 2.338288, -2.428628]], "forces_ev_per_a": [[-0.7, -0.3, -0.2], [-1.0, 0.6, 0.2], [0.4, -0.5, -0.7], [0.6, 0.1, 0.3], [-0.9, -0.6, -0.8], [0.8, -0.5, 0.1], [-0.1, 0.5, 1.8], [0.3, 0.4, -0.1], [0.2, 0.0, -0.2], [0.2, 0.1, 0.4], [0.3, -0.4, 0.0], [0.6, 0.2, -0.1], [-0.4, -0.2, 0.3], [0.0, 0.2, -0.8], [-0.3, -0.3, 0.3], [0.0, 0.0, -0.3], [-0.2, 0.1, 0.0], [0.4, 0.2, 0.3], [-0.6, 0.7, 0.3], [0.1, -0.2, -0.7], [-0.8, -0.3, -0.5], [0.4, -0.1, -0.7], [0.6, -0.1, 0.0], [-0.1, -0.4, 0.0], [0.1, -0.2, 0.2], [0.4, 0.9, 0.6], [-0.2, 0.5, 0.2], [0.6, -0.2, -0.3], [-0.7, -0.2, 0.0], [-0.4, 0.1, 0.4], [0.6, 0.0, 0.3], [0.4, -0.1, 2.9], [0.2, -0.1, 0.1], [0.3, 0.0, 0.1], [-0.4, 0.1, 0.0], [0.3, 0.4, 0.1], [0.3, 0.4, 0.9], [-0.7, -1.0, -0.7], [0.4, 0.1, -0.3], [0.0, 0.0, -0.1], [-0.6, 0.0, -3.0], [0.2, 0.2, 0.0], [-0.9, 0.0, -0.6], [0.6, 0.1, 0.7], [-0.2, -0.3, -0.2], [0.0, 0.1, 0.3], [0.3, -0.1, -0.2], [-0.3, 0.0, 0.2], [-0.1, -0.2, 0.1], [-0.1, 0.1, 0.0], [-0.1, 0.2, 1.1], [-0.8, -0.6, 0.1], [1.1, 0.3, -1.4], [-0.4, 0.1, -0.6], [-0.5, -0.4, -0.1], [0.9, 0.6, 1.1], [-0.1, -0.5, -0.4], [-0.1, -0.6, -0.8], [0.2, 1.2, 0.5]], "multiplicity": 1, "charge": 1, "gap_ev": 10.8}


(2)
{"formula": "C6H41N2O13", "method": "ωB97M-V with the def2-TZVPD basis set", "species": ["C", "C", "C", "C", "N", "C", "C", "N", "H", "H", "H", "H", "H", "H", "H", "H", "H", "H", "H", "H", "H", "H", "H", "H", "H", "O", "H", "H", "O", "H", "H", "O", "H", "H", "O", "H", "H", "O", "H", "H", "O", "H", "H", "O", "H", "H", "O", "H", "H", "O", "H", "H", "O", "H", "H", "O", "H", "H", "O", "H", "H", "O"], "positions_angstrom": [[1.893616, 2.534980, 0.930892], [1.541273, 0.993922, 0.873040], [1.272365, 0.441120, 2.246505], [1.272611, -1.169722, 2.226901], [-0.318147, -3.587409, -0.357024], [0.661963, -2.940108, 0.389084], [0.362805, -1.932920, 1.297861], [0.256599, 0.975262, 0.016810], [1.176682, 3.273681, 1.486500], [2.647584, 2.883911, 1.701796], [2.337244, 2.872093, -0.009201], [2.434316, 0.431203, 0.163437], [2.147595, 0.826396, 2.791715], [0.580644, 0.814885, 2.948658], [1.076024, -1.541323, 3.227954], [2.320735, -1.444196, 1.920967], [-0.117576, -4.249119, -1.110650], [-1.125197, -2.966577, -0.565991], [1.670092, -3.356951, 0.320223], [-0.664427, -1.688925, 1.356190], [0.392581, 1.150392, -0.985190], [-0.408013, 1.610402, 0.593553], [-0.278434, -0.002024, 0.245960], [0.549138, -3.772202, 3.556913], [-0.881851, -3.911616, 3.007550], [-0.265965, -4.218506, 3.476909], [4.881313, 1.822331, -0.753910], [4.491172, 2.557228, -2.259643], [4.277868, 2.149534, -1.327451], [-4.047963, -3.181241, 0.997267], [-2.480137, -3.437924, 0.948490], [-3.143641, -2.807225, 1.198812], [0.441187, 3.132465, -2.122087], [0.975280, 2.436830, -3.381874], [0.536441, 2.344779, -2.611894], [-3.142473, 1.451517, 0.605270], [-2.632958, 2.294198, -0.724549], [-2.564109, 1.606204, 0.009502], [-2.213562, -1.410184, 1.901449], [-2.390094, -0.437871, 0.610092], [-2.039431, -0.430612, 1.531491], [-3.989411, 1.506773, 3.192278], [-2.576220, 1.382565, 3.174843], [-3.256986, 1.894171, 3.715701], [-1.265612, 2.818011, -2.487557], [-2.820345, 2.707558, -2.579339], [-2.055706, 2.130368, -2.621608], [-1.035291, -2.397381, -2.391038], [-1.299340, -0.740078, -1.817262], [-1.610690, -1.557567, -2.415512], [-0.779897, 4.635768, -1.038767], [-1.955708, 4.597006, -0.248612], [-1.587838, 4.086025, -0.983384], [1.259725, -0.247507, -2.795361], [1.320600, -1.043537, -1.342495], [0.918020, -0.443665, -1.914714], [0.487822, -1.277249, -5.124451], [0.309308, 0.442747, -5.223439], [0.903649, -0.457443, -5.348971], [4.908465, -1.019924, 2.127431], [4.407466, -1.461236, 0.679729], [4.099961, -1.213501, 1.540990]], "forces_ev_per_a": [[0.7, 1.2, 2.2], [0.8, 1.8, -2.4], [2.3, -2.7, -0.4], [1.6, 0.3, -0.7], [-1.4, 0.5, -0.4], [0.3, 1.5, 1.9], [0.9, -1.5, -2.0], [-2.3, -1.8, 4.6], [-0.1, -1.6, -2.0], [0.3, -1.6, -0.7], [-0.7, 0.3, 0.0], [-2.6, 1.4, 2.5], [0.4, -0.9, -0.1], [-2.0, 0.9, -0.3], [0.1, 0.1, 0.4], [-1.4, 0.2, 0.8], [0.3, 0.6, 0.7], [0.8, -0.8, 0.0], [-0.2, 0.2, -0.1], [-0.4, 0.0, -0.1], [-0.2, 0.2, 0.0], [0.9, -0.6, -2.1], [1.7, 2.6, -1.2], [0.7, 1.2, -0.5], [-6.9, 4.5, -6.0], [6.2, -5.8, 6.6], [3.8, -1.1, 1.8], [0.3, -1.5, 3.3], [-4.1, 2.6, -5.0], [1.7, 0.5, 0.3], [0.3, -0.9, -0.4], [-2.0, -0.2, 0.0], [0.6, 2.4, 0.7], [2.5, 1.2, -4.0], [-2.1, -3.2, 3.4], [-6.7, -0.6, 5.9], [-0.3, -1.3, 1.6], [7.2, 1.7, -7.2], [-0.2, 3.4, -1.4], [0.1, -0.1, 0.9], [-1.0, -2.2, 0.9], [-0.3, 0.7, 0.8], [-0.4, 1.1, 1.3], [0.7, -1.9, -2.2], [-2.7, -2.5, -0.8], [-0.3, 0.2, -0.3], [2.0, 1.7, 0.1], [-0.8, 2.8, 0.4], [-0.2, -3.2, -2.2], [0.7, 0.4, 1.5], [0.6, -0.2, -0.7], [-0.8, -0.2, 0.4], [0.3, 1.1, 0.8], [0.6, -0.7, 0.2], [1.7, -1.7, 0.6], [-1.8, 1.8, -1.4], [-1.2, -0.1, 0.4], [1.7, -4.2, -0.3], [-0.5, 4.3, 0.1], [-1.7, -0.5, -1.6], [0.6, -0.2, -0.7], [2.0, 0.8, 2.0]], "multiplicity": 2, "gap_ev": [2.4, 8.5]}


ΔE to the lowest compared entry with this formula, charge and spin in kcal/mol, matching the order above: 52.8 152.3
Total energy in eV, matching the order above: -32925.5593 -36475.3237
Maximum force in eV Å⁻¹, matching the order above: 3.068 10.737